# C4H7O3

A 2-piece molecular cluster, C4H7O3 overall in a non-equilibrium geometry (ωB97M-V/def2-TZVPD, the Open Molecules 2025 dataset).

ORCA input file:
```
! RIJCOSX wB97M-V def2-TZVPD def2/J DEFGRID3
* xyz -1 1
O 2.22 1.24 -0.93
C 2.01 0.50 -1.91
O 1.09 -0.40 -2.01
H 2.75 0.51 -2.75
C -2.16 -0.45 1.37
C -1.15 -0.24 0.48
O -1.30 -0.28 -0.88
C 0.24 0.00 1.02
H -2.00 -0.26 2.42
H -3.15 -0.80 1.05
H -0.38 -0.22 -1.29
H 0.20 0.10 2.11
H 1.05 -0.68 0.72
H 0.56 0.97 0.59
*
```

Computed properties:
calculated total energy	-10405.28440	eV
maximum force	1.884	eV Å⁻¹
highest occupied orbital energy	-4.518	eV
gap between HOMO and LUMO	8.72	eV
energy above the lowest of the compared OMol25 structures with the same formula, charge and spin	56.58	kJ/mol

***

# C4H7N3O3P

C4H7N3O3P as an isolated structure in a non-equilibrium geometry (ωB97M-V/def2-TZVPD, the Open Molecules 2025 dataset).

ORCA input file:
```
! RIJCOSX wB97M-V def2-TZVPD def2/J DEFGRID3
* xyz -1 1
C -1.24 -0.87 -0.44
C 0.99 -0.72 0.59
C -0.50 1.32 -0.25
C -0.88 0.75 1.01
N 0.07 -1.47 -0.20
N -1.12 0.35 -1.24
N -1.65 -0.38 0.84
O 2.73 1.59 0.58
O 1.63 -1.22 1.48
O 3.00 -0.27 -1.10
P 2.06 0.57 -0.29
H -1.92 -1.56 -0.97
H -0.81 2.40 -0.53
H 0.88 1.36 -0.57
H -0.95 1.37 1.87
H -0.06 -2.47 -0.13
H -0.61 0.44 -2.12
H -1.60 -1.18 1.48
*
```

Computed properties:
calculated total energy	-24162.17143	eV
maximum force	4.790	eV Å⁻¹
highest occupied orbital energy (spin up / spin down)	-3.412 / -3.412	eV
gap between HOMO and LUMO (spin up / spin down)	6.91 / 6.91	eV
energy above the lowest of the compared OMol25 structures with the same formula, charge and spin	303.17	kJ/mol

***

# C6H8O2

An isolated molecule of C6H8O2 in a non-equilibrium geometry (ωB97M-V/def2-TZVPD, the Open Molecules 2025 dataset).

ORCA input file:
```
! RIJCOSX wB97M-V def2-TZVPD def2/J DEFGRID3
* xyz 0 1
C -0.97 -0.20 2.99
C -0.88 -0.10 1.61
C 0.43 0.05 0.84
C 0.75 0.75 -0.53
C 0.32 0.11 -2.62
C 0.33 -0.60 -0.56
H -0.07 -0.38 3.65
H -1.81 -0.44 3.49
H -1.90 -0.08 1.14
H 1.34 0.27 1.39
H 1.93 0.78 -0.49
H -0.73 -0.24 -3.03
H 1.08 0.30 -3.61
H -0.82 -0.41 -0.68
O 0.18 1.24 -1.74
O 0.82 -1.06 -1.84
*
```

Computed properties:
calculated total energy	-10439.33421	eV
maximum force	6.157	eV Å⁻¹
highest occupied orbital energy	-9.534	eV
SMILES string	C=CC1[C@@H]2OCO[C@@H]12
gap between HOMO and LUMO	10.28	eV
energy above the lowest of the compared OMol25 structures with the same formula, charge and spin	713.23	kJ/mol